Computed, not measured: C3H4FNO3 in the gas phase, with ωB97M-V/def2-TZVPD.

E: -496.8904 a.u.
SMILES string: O=[N+]([O-])[C@]1(F)CCO1
Energy relative to the best compared isomer or geometry (same formula, charge and spin): 128.3 kcal/mol
HOMO-LUMO gap: 10.9951 eV

Last columns: bonded neighbours and bond lengths (Å).
Atoms and positions in Å:
1 O -0.55288 0.95206 -0.75911  C9 1.386, C12 1.362
2 F -1.89733 -0.30111 0.55365  C9 1.329
3 H 1.14631 0.73480 -1.71519  C12 1.092
4 H -0.36268 -0.11561 -2.48129  C12 1.190
5 H 0.06659 -1.87442 -0.55421  C10 1.099
6 O 1.07968 0.85016 1.80641  N7 1.209
7 N -0.10006 0.60506 1.70904  O6 1.209, O8 1.189, C9 1.532
8 O -0.91454 0.58932 2.57545  N7 1.189
9 C -0.65923 0.14100 0.36024  O1 1.386, F2 1.329, N7 1.532, C10 1.672
10 C 0.47693 -0.88401 -0.31356  H5 1.099, C9 1.672, H11 1.170, C12 1.582
11 H 1.46182 -0.83876 0.31632  C10 1.170
12 C 0.25538 0.14152 -1.49776  O1 1.362, H3 1.092, H4 1.190, C10 1.582

Computed, not measured: 8 unconnected molecules or ions with the total composition C8H32O8, with ωB97M-V/def2-TZVPD.

Total charge: +1
E: -925.4113 a.u.
<S²>: 0.754
Spin multiplicity: 2
Energy relative to the best compared isomer or geometry (same formula, charge and spin): 42.1 kcal/mol
HOMO-LUMO gap (spin up / spin down): 9.1967 / 2.4075 eV

Last columns: bonded neighbours and bond lengths (Å).
Atoms and positions in Å:
1 H -18.05053 -7.66093 10.44830  C35 1.090
2 C -23.00014 -4.28175 7.61213  O11 1.421, H31 1.090, H39 1.090, H42 1.090
3 C -21.52016 -5.09533 11.93288  H6 1.090, H8 1.090, H9 1.090, O14 1.433
4 H -22.98399 -8.48787 3.85179  C38 1.090
5 C -18.54914 -8.00917 3.65393  H12 1.090, H33 1.090, H41 1.090, O43 1.378
6 H -21.77177 -4.10492 11.55354  C3 1.090
7 H -18.00961 -8.24790 12.07716  C35 1.090
8 H -22.46084 -5.60739 12.13546  C3 1.090
9 H -21.15411 -4.97967 12.95305  C3 1.090
10 H -17.63316 -5.10447 10.41816  O40 0.960
11 O -21.68764 -4.51924 7.12242  C2 1.421, H13 0.960
12 H -18.33071 -6.98058 3.94098  C5 1.090
13 H -21.33841 -5.34478 7.46610  O11 0.960
14 O -20.60587 -5.84632 11.12471  C3 1.433, H44 0.960
15 H -17.32176 -8.03726 2.23732  O43 0.960
16 O -21.00749 -7.28956 7.53566  H19 0.960, C37 1.408
17 H -22.10567 -7.14922 4.63077  C38 1.090
18 O -19.79553 -8.53955 11.14281  H27 0.960, C35 1.448
19 H -21.18292 -7.97955 6.89167  O16 0.960
20 O -21.83559 -9.00272 5.48594  H26 0.960, C38 1.393
21 H -16.68331 -5.45471 12.53406  C25 1.090
22 H -19.55857 -6.36659 6.52847  C37 1.090
23 H -16.47321 -3.78118 11.99772  C25 1.090
24 H -21.14916 -10.75395 8.12163  C48 1.090
25 C -17.20783 -4.56281 12.19127  H21 1.090, H23 1.090, H32 1.090, O40 1.404
26 H -22.36589 -9.79043 5.34492  O20 0.960
27 H -20.19708 -7.68150 10.98761  O18 0.960
28 H -17.93406 -9.41924 10.65587  C35 1.090
29 H -23.49702 -7.89963 5.43994  C38 1.090
30 H -20.26824 -10.13278 10.43444  O45 0.960
31 H -22.95607 -4.10194 8.68630  C2 1.090
32 H -17.74073 -4.32881 13.11287  C25 1.090
33 H -19.44222 -8.02280 3.02918  C5 1.090
34 H -19.38883 -6.29495 8.32219  C37 1.090
35 C -18.34989 -8.50223 11.07335  H1 1.090, H7 1.090, O18 1.448, H28 1.090
36 H -19.66337 -9.79208 8.44556  C48 1.090
37 C -19.65165 -6.91556 7.46553  O16 1.408, H22 1.090, H34 1.090, H46 1.090
38 C -22.63279 -8.08763 4.80286  H4 1.090, H17 1.090, O20 1.393, H29 1.090
39 H -23.43110 -3.40977 7.12018  C2 1.090
40 O -18.13957 -4.76736 11.16079  H10 0.960, C25 1.404
41 H -18.81082 -8.63613 4.50630  C5 1.090
42 H -23.64582 -5.14665 7.46006  C2 1.090
43 O -17.52416 -8.62493 2.96895  C5 1.378, H15 0.960
44 H -19.76476 -5.38408 11.10332  O14 0.960
45 O -20.44278 -10.95668 9.97366  H30 0.960, C48 1.410
46 H -19.02515 -7.79188 7.29924  C37 1.090
47 H -19.54263 -11.55724 8.25068  C48 1.090
48 C -20.17292 -10.74215 8.60630  H24 1.090, H36 1.090, O45 1.410, H47 1.090

Computed, not measured: 2 unconnected molecules or ions with the total composition C4H11O, with ωB97M-V/def2-TZVPD.

Total charge: -1
E: -234.2098 a.u.
Energy relative to the best compared isomer or geometry (same formula, charge and spin): 0.9 kcal/mol
HOMO-LUMO gap: 6.5568 eV

Last columns: bonded neighbours and bond lengths (Å).
Atoms and positions in Å:
1 C -0.97638 1.60862 0.52754  C2 1.526, H8 1.095, H13 1.090, H14 1.099
2 C -0.62195 0.68088 1.68663  C1 1.526, C3 1.529, H5 1.086, H11 1.097
3 C 0.72632 0.00665 1.42927  C2 1.529, H7 1.097, H12 1.101, H15 1.099
4 H 0.99641 -2.42329 -1.40219  C6 1.119
5 H -1.38813 -0.08520 1.76401  C2 1.086
6 C 0.76058 -1.56551 -2.08032  H4 1.119, H9 1.118, O10 1.356, H16 1.115
7 H 0.99021 -0.75330 2.17510  C3 1.097
8 H -0.93641 1.03762 -0.40590  C1 1.095
9 H 0.38767 -2.02723 -3.02803  C6 1.118
10 O -0.11750 -0.68943 -1.53156  C6 1.356
11 H -0.60299 1.22901 2.63617  C2 1.097
12 H 0.66114 -0.47381 0.44048  C3 1.101
13 H -1.96568 2.04476 0.66961  C1 1.090
14 H -0.26356 2.44395 0.48479  C1 1.099
15 H 1.51432 0.77302 1.42806  C3 1.099
16 H 1.75434 -1.14257 -2.35846  C6 1.115

Computed, not measured: 2 unconnected molecules or ions with the total composition C3H7NO, with ωB97M-V/def2-TZVPD.

E: -248.3835 a.u.
SMILES string: C=NC.C=O
Energy relative to the best compared isomer or geometry (same formula, charge and spin): 89.8 kcal/mol
HOMO-LUMO gap: 10.2976 eV

Last columns: bonded neighbours and bond lengths (Å).
Atoms and positions in Å:
1 C -3.20859 -1.22508 -2.48530  O2 1.216, H4 1.126, H12 1.165
2 O -3.05829 -0.81125 -3.61931  C1 1.216
3 H 1.56858 2.38055 2.04937  C9 1.078
4 H -4.18553 -0.92137 -2.01605  C1 1.126
5 N 1.45495 0.93220 0.61666  C9 1.541, C11 1.320
6 H 1.39894 0.61267 2.66598  C9 1.142
7 H 3.03142 1.31823 1.91858  C9 1.091
8 H 1.46515 -1.08616 1.10141  C11 1.050
9 C 1.94543 1.37079 2.01049  H3 1.078, N5 1.541, H6 1.142, H7 1.091
10 H 0.68031 -0.30640 -0.64041  C11 1.193
11 C 1.33235 -0.35674 0.35785  N5 1.320, H8 1.050, H10 1.193
12 H -2.42471 -1.90745 -1.95927  C1 1.165